[1]
The following is a DFT calculation (ωB97M-V with the def2-TZVPD basis set) of C4H10I2Si as an isolated structure.

Geometry as XYZ:
```
17
Properties=species:S:1:pos:R:3
I 2.86818 1.48712 -0.51393
I 2.77248 -1.93606 0.70871
Si -0.09961 0.00711 0.01482
C -0.40997 -0.32617 -1.85641
C -0.69921 -1.37219 1.19447
C 1.70482 0.11501 0.67680
C -0.82074 1.71366 0.21348
H 1.71150 0.27414 1.73962
H -0.06541 2.41025 0.32815
H -1.23889 1.76264 -0.84416
H -1.49925 -0.06382 -2.14147
H -1.21105 -2.18861 0.69324
H -1.54571 -0.90542 1.72824
H -1.63762 1.93659 0.80016
H 0.21405 0.26945 -2.36611
H -0.07311 -1.37813 -2.24568
H 0.02956 -1.80556 1.87005
```

Computed properties:
**LUMO**: -0.3316 eV
**ΔE to the lowest compared entry with this formula, charge and spin**: 3.010 eV
**Frontier orbital gap**: 8.9 eV
**Calculated total energy**: -28388.7825 eV
**Total charge**: 0

***

[2]
The following is a DFT calculation (ωB97M-V with the def2-TZVPD basis set) of a 2-piece molecular cluster, C4H10IP overall.

Geometry as XYZ:
```
16
Properties=species:S:1:pos:R:3
I 3.25888 0.95415 -0.53236
P 1.06862 1.56378 -1.49095
C 0.42788 -0.73090 1.30585
C -0.28851 -1.49009 -1.14061
C 0.41395 2.87355 -0.37562
C -0.46573 -0.68855 0.10634
H -0.63466 2.67662 -0.36670
H 1.24074 0.04983 1.20841
H -1.40016 -0.15977 0.20800
H 0.78193 2.92939 0.55936
H -0.63733 -2.55550 -0.92336
H 0.54842 3.80871 -0.91711
H 0.82616 -1.47726 -1.33272
H -0.11102 -0.28212 2.16931
H -0.97920 -1.02221 -1.82649
H 0.60686 -1.79648 1.58646
```

Computed properties:
**LUMO (spin up / spin down)**: 0.2080 / -0.7739 eV
**ΔE to the lowest compared entry with this formula, charge and spin**: 3.190 eV
**Frontier orbital gap (spin up / spin down)**: 8.0 / 6.7 eV
**Calculated total energy**: -21696.8254 eV
**Total charge**: 0

***

[3]
The following is a DFT calculation (ωB97M-V with the def2-TZVPD basis set) of a 2-piece molecular cluster, C4H10N overall.

Geometry as XYZ:
```
15
Properties=species:S:1:pos:R:3
N -1.77816 0.17956 -0.44833
C 2.34255 -0.41730 0.65833
C -2.11232 0.53445 0.93130
C -0.90713 -0.74758 -0.89422
C 2.65672 0.37216 -0.36414
H -1.13243 -1.15122 -1.87989
H -3.18761 0.50640 1.08763
H -2.16127 0.80645 -1.13833
H 2.11400 1.25710 -0.65989
H 3.51859 0.08115 -0.95358
H 2.97631 -1.26269 0.88715
H -1.43698 -0.06798 1.53604
H -1.77912 1.56704 1.10412
H 1.46031 -0.25276 1.26206
H 0.05833 -1.03559 -0.50889
```

Computed properties:
**2S+1**: 2
**LUMO (spin up / spin down)**: 1.1393 / 1.0426 eV
**ΔE to the lowest compared entry with this formula, charge and spin**: 1.170 eV
**Frontier orbital gap (spin up / spin down)**: 7.3 / 10.6 eV
**Expectation value of S²**: 0.75
**Calculated total energy**: -5796.9024 eV
**Total charge**: 0

***

[4]
The following is a DFT calculation (ωB97M-V with the def2-TZVPD basis set) of an isolated ion of composition C4H10N and charge +1.

Geometry as XYZ:
```
15
Properties=species:S:1:pos:R:3
N -1.22156 0.21872 0.14160
C -0.24533 -0.15750 1.27023
C -0.44083 0.33902 -1.15762
C 0.93460 -0.24794 -0.88727
C 1.12766 -0.17256 0.63433
H -1.96023 -0.47796 0.09251
H 1.74665 -0.99873 0.95610
H 1.06079 -1.26373 -1.26089
H 1.66454 0.73749 0.89278
H -0.39600 0.57350 2.05740
H -0.36652 1.39370 -1.40604
H -0.59504 -1.10671 1.65273
H 1.70841 0.36915 -1.34057
H -1.66983 1.11700 0.33534
H -1.01323 -0.16202 -1.93048
```

Computed properties:
**LUMO**: -3.5693 eV
**SMILES string**: C1CC[NH2+]C1
**ΔE to the lowest compared entry with this formula, charge and spin**: 0.110 eV
**Frontier orbital gap**: 12.8 eV
**Calculated total energy**: -5793.7481 eV
**Total charge**: +1

***

[5]
The following is a DFT calculation (ωB97M-V with the def2-TZVPD basis set) of a 2-piece molecular cluster, C4H10N overall.

Geometry as XYZ:
```
15
Properties=species:S:1:pos:R:3
N -3.28548 0.05530 1.19571
C 2.00227 0.04242 -0.40191
C 2.68972 -0.58264 -1.56239
C -2.86187 1.12057 0.65218
C 1.12587 -0.43927 0.46264
H -3.11655 1.30543 -0.38406
H 3.73984 -0.84187 -1.39034
H -3.67202 -0.74828 0.70740
H -2.53352 1.92459 1.26412
H -3.16639 -0.05045 2.19481
H 2.10591 -1.45654 -1.85960
H 2.41435 1.03732 -0.22644
H 0.83429 0.04289 1.38608
H 2.86883 0.07883 -2.41491
H 0.85473 -1.48831 0.37672
```

Computed properties:
**LUMO**: -6.0207 eV
**ΔE to the lowest compared entry with this formula, charge and spin**: 2.473 eV
**Frontier orbital gap**: 6.4 eV
**Calculated total energy**: -5791.3849 eV
**Total charge**: +1

***

[6]
The following is a DFT calculation (ωB97M-V with the def2-TZVPD basis set) of a 2-piece molecular cluster, C4H10N overall.

Geometry as XYZ:
```
15
Properties=species:S:1:pos:R:3
N -2.51068 1.15560 1.24820
C -2.10400 2.23728 1.80716
C 2.33615 -1.60106 -1.59715
C 1.72785 -0.57221 -0.80948
C 0.44866 -0.63138 -0.29187
H 3.34653 -1.44011 -1.95854
H 1.71750 -1.86779 -2.51595
H -0.13979 -1.52106 -0.48788
H 0.01726 0.04893 0.42138
H 2.29680 0.35434 -0.76072
H 2.07776 -2.61210 -1.23000
H -1.60369 3.00036 1.21336
H -2.74604 0.99484 0.26584
H -2.84991 0.37072 1.80952
H -2.01440 2.08365 2.88612
```

Computed properties:
**2S+1**: 2
**LUMO (spin up / spin down)**: -9.1636 / -12.0537 eV
**ΔE to the lowest compared entry with this formula, charge and spin**: 0.353 eV
**Frontier orbital gap (spin up / spin down)**: 10.7 / 9.6 eV
**Expectation value of S²**: 0.76
**Calculated total energy**: -5778.7660 eV
**Total charge**: +2